ORCA calculation (ωB97M-V/def2-TZVPD) on a single C16H14ClN3O2S molecule.

The calculation puts the largest force on an atom at 1.03 eV/Å. The relative energy (zero: lowest compared OMol25 entry of this formula, charge and spin) is 12.0 kcal/mol. The structure (SMILES) is O=S(=O)(NCc1ccccc1Cl)c1ccc(-n2cccn2)cc1. Its spin multiplicity is 1.

Geometry (Å):
O1 3.3148 -2.2109 -1.1036
S1 2.8514 -1.2583 -0.1407
O2 3.3573 -1.2959 1.1962
N1 3.2211 0.2371 -0.7794
C1 2.7234 1.4010 -0.0831
C2 1.2901 1.7392 -0.4204
C3 0.9245 1.9227 -1.7507
C4 -0.3848 2.1754 -2.1136
C5 -1.3659 2.2610 -1.1405
C6 -1.0246 2.1129 0.1903
C7 0.2926 1.8589 0.5425
Cl1 0.6678 1.6871 2.2208
C8 1.0613 -1.2949 -0.0706
C9 0.4316 -1.3263 1.1567
C10 -0.9463 -1.2273 1.2237
C11 -1.6830 -1.0904 0.0492
N2 -3.0641 -0.9113 0.0697
C12 -3.9289 -1.0742 1.1055
C13 -5.1773 -0.7572 0.6395
C14 -4.9722 -0.4046 -0.7069
N3 -3.7050 -0.5043 -1.0325
C15 -1.0375 -1.1074 -1.1888
C16 0.3364 -1.2104 -1.2451
H1 3.1143 0.2491 -1.7807
H2 3.3706 2.2514 -0.3265
H3 2.8358 1.1734 0.9778
H4 1.6890 1.8667 -2.5128
H5 -0.6399 2.3063 -3.1537
H6 -2.3934 2.4410 -1.4143
H7 -1.7736 2.1929 0.9626
H8 1.0359 -1.4110 2.0457
H9 -1.4321 -1.2259 2.1859
H10 -3.6160 -1.4132 2.0708
H11 -6.1024 -0.7750 1.1773
H12 -5.6951 -0.0881 -1.4321
H13 -1.6356 -1.0184 -2.0808
H14 0.8554 -1.2293 -2.1903

Löwdin atomic charge list, values in e, 4 entries: -0.28, 0.64, -0.28, -0.12

ORCA calculation (ωB97M-V/def2-TZVPD) on a molecular structure, C16H14F3N2O6SW.

The calculation puts the largest force on an atom at 1.35 eV/Å. Its total charge is +1. The relative energy (zero: lowest compared OMol25 entry of this formula, charge and spin) is 0.0 kcal/mol. Its expectation value of S² is 2.01. Its spin multiplicity is 3.

Geometry (Å):
W1 -0.3026 0.4779 0.0709
C1 1.4894 -7.0501 -1.6236
C2 1.5494 -5.5656 -1.4114
C3 0.4559 -4.7590 -1.7343
C4 0.4918 -3.3926 -1.5446
C5 1.6491 -2.8224 -1.0269
C6 2.7585 -3.5989 -0.6954
C7 2.6942 -4.9678 -0.8907
S1 1.8054 -1.1252 -0.7409
O1 3.1744 -0.7601 -0.8427
O2 0.7851 -0.4189 -1.5925
N1 1.1189 -0.7206 0.7059
C8 1.8431 -0.2309 1.8988
C9 0.8588 0.6505 2.6770
O3 1.0691 1.0028 3.7943
O4 -0.2713 0.9890 1.9990
H1 1.0740 -7.2887 -2.6025
H2 0.8533 -7.5184 -0.8707
H3 2.4795 -7.4959 -1.5544
H4 -0.4317 -5.2135 -2.1566
H5 -0.3540 -2.7796 -1.8242
H6 3.6611 -3.1415 -0.3170
H7 3.5537 -5.5796 -0.6500
H8 2.7017 0.3677 1.5899
H9 2.1818 -1.0386 2.5437
F1 -7.1421 -0.2941 0.5814
C10 -6.4474 0.6737 -0.0173
F2 -6.9064 0.8203 -1.2563
F3 -6.6533 1.8099 0.6498
C11 -4.9652 0.3358 -0.0054
C12 -4.2273 0.3402 -1.1737
C13 -2.8793 0.0388 -1.0781
N2 -2.2883 -0.2013 0.1013
C14 -3.0183 -0.2274 1.2383
C15 -4.3678 0.0280 1.2164
H10 -4.6687 0.5597 -2.1341
H11 -2.2498 -0.0018 -1.9596
H12 -2.4839 -0.4283 2.1554
H13 -4.9359 0.0081 2.1356
O5 -0.9949 2.4329 -0.4680
C16 0.1788 2.9105 -0.4157
O6 1.1061 2.0832 -0.1944
H14 0.3729 3.9739 -0.5511

Löwdin atomic charge list, values in e, 4 entries: 1.74, -0.03, -0.24, -0.02

ORCA calculation (ωB97M-V/def2-TZVPD) on a single C16H14F3N3O molecule.

The calculation puts the largest force on an atom at 3.24 eV/Å. The total energy comes out at -1157.1966 hartree. The structure (SMILES) is CC[C@@]12CCC(=O)C(C(F)(F)F)=C1c1ccc3nn[nH]c3c1C2. Its spin multiplicity is 1.

Geometry (Å):
C1 -1.2388 -2.9320 -1.7196
C2 -0.2253 -1.9028 -1.2581
C3 -0.1347 -1.7068 0.2749
C4 0.1454 -3.0549 1.0180
C5 1.4822 -3.7179 0.6133
C6 2.5869 -2.7119 0.3978
O1 3.6265 -3.1417 -0.0288
C7 2.3704 -1.2858 0.6768
C8 3.5302 -0.4362 1.1453
F1 3.1934 0.1949 2.3345
F2 4.6289 -1.1431 1.4277
F3 3.8327 0.4553 0.1985
C9 1.0541 -0.7881 0.5691
C10 0.5402 0.5483 0.8494
C11 1.1325 1.8358 0.9325
C12 0.3217 2.9773 1.2068
C13 -1.0611 2.8017 1.3976
N1 -2.0509 3.7266 1.6578
N2 -3.1804 3.1050 1.6378
N3 -2.9687 1.7577 1.5313
C14 -1.6283 1.5670 1.2802
C15 -0.8741 0.4510 0.9513
C16 -1.3856 -0.9580 0.7971
H1 -2.2225 -2.7485 -1.2797
H2 -0.9256 -3.9377 -1.4950
H3 -1.3227 -2.8226 -2.8023
H4 0.7094 -2.1689 -1.7182
H5 -0.4687 -0.9391 -1.6832
H6 0.1250 -2.8536 2.1109
H7 -0.6909 -3.7799 0.8821
H8 1.7485 -4.4285 1.3942
H9 1.3460 -4.2965 -0.3069
H10 2.2116 1.9915 0.7526
H11 0.7212 4.0053 1.2139
H12 -3.7183 1.0392 1.4849
H13 -1.7518 -1.3904 1.7363
H14 -2.2395 -0.9535 0.0920

Löwdin atomic charge list, values in e, 4 entries: -0.08, -0.18, -0.37, -0.12

ORCA calculation (ωB97M-V/def2-TZVPD) on a single C16H14FNO2 molecule.

The calculation puts the largest force on an atom at 2.08 eV/Å. The total energy comes out at -923.1940 hartree. The structure (SMILES) is O=C1OCCN1[C@H](c1ccccc1)c1ccc(F)cc1. Its spin multiplicity is 1.

Geometry (Å):
O1 2.2916 1.8174 -0.9578
C1 1.0913 1.9680 -1.1348
O2 0.5390 3.0642 -1.6913
C2 -0.9160 2.9919 -1.5798
C3 -1.2354 1.5168 -1.3737
N1 0.0581 1.0482 -0.8035
C4 0.5058 -0.2862 -0.4025
C5 -0.6234 -1.3101 -0.5323
C6 -0.6582 -2.1000 -1.7047
C7 -1.8676 -2.6896 -2.0764
C8 -2.9786 -2.5882 -1.2365
C9 -2.8585 -1.9855 0.0215
C10 -1.6261 -1.4436 0.4209
C11 1.3098 -0.1516 0.9156
C12 2.7166 -0.1603 0.9136
C13 3.4564 0.2320 2.0340
C14 2.7732 0.5450 3.2078
F1 3.4527 1.0781 4.2714
C15 1.3904 0.4178 3.2900
C16 0.6810 0.0470 2.1373
H1 -1.3260 3.4313 -2.4895
H2 -1.2402 3.5789 -0.7026
H3 -2.0817 1.3593 -0.6825
H4 -1.4746 1.0177 -2.3302
H5 1.2379 -0.6337 -1.1275
H6 0.2287 -2.1863 -2.3530
H7 -1.9570 -3.1913 -3.0531
H8 -3.9601 -2.9776 -1.5504
H9 -3.7073 -1.8848 0.7046
H10 -1.4901 -1.0832 1.4441
H11 3.2809 -0.4173 0.0187
H12 4.5413 0.3582 1.9860
H13 0.8487 0.6606 4.2064
H14 -0.4021 -0.0432 2.2106

Löwdin atomic charge list, values in e, 4 entries: 0.11, -0.48, 0.04, -0.11

ORCA calculation (ωB97M-V/def2-TZVPD) on a molecular structure, C16H14MnN4O6.

The calculation puts the largest force on an atom at 2.39 eV/Å. Its total charge is +1. The relative energy (zero: lowest compared OMol25 entry of this formula, charge and spin) is 10.7 kcal/mol. Its expectation value of S² is 6.06. Its spin multiplicity is 5.

Geometry (Å):
Mn1 0.5500 -0.0655 -0.2038
O1 4.9586 -4.2616 0.2678
C1 4.0730 -3.4673 0.2093
C2 2.9263 -3.3123 1.2268
O2 2.7248 -4.0118 2.1828
C3 2.1382 -2.1626 0.7335
C4 2.6745 -1.6754 -0.4642
O3 2.0398 -0.6690 -1.0041
C5 3.8645 -2.4105 -0.8957
O4 4.5475 -2.2746 -1.8765
O5 1.0798 -1.6144 1.2164
C6 2.0707 3.9743 1.0347
C7 1.1450 2.9790 0.4065
O6 1.4234 1.7741 0.3465
N1 -0.0054 3.4658 -0.0914
C8 -0.9943 2.6151 -0.7346
C9 -1.7239 1.7650 0.2837
C10 -2.9051 2.1814 0.8651
C11 -3.4948 1.3992 1.8480
C12 -2.8711 0.2200 2.2246
C13 -1.6934 -0.1378 1.6013
N2 -1.1307 0.6118 0.6399
H1 2.9544 3.4727 1.4162
H2 1.5662 4.4908 1.8518
H3 2.3740 4.7183 0.2975
H4 -0.1905 4.4519 -0.0127
H5 -0.4823 1.9646 -1.4516
H6 -1.6861 3.2452 -1.2857
H7 -3.3572 3.1128 0.5514
H8 -4.4193 1.7079 2.3167
H9 -3.2847 -0.4152 2.9941
H10 -1.1586 -1.0402 1.8764
N3 -1.7658 -3.2065 -1.8967
C14 -2.1188 -2.2739 -2.8381
C15 -1.4446 -1.1418 -2.5064
N4 -0.6946 -1.3837 -1.3760
C16 -0.9121 -2.6383 -1.0323
H11 -2.0890 -4.1587 -1.8629
H12 -2.7877 -2.4876 -3.6525
H13 -1.4361 -0.1907 -3.0104
H14 -0.4647 -3.1510 -0.1953

Löwdin atomic charge list, values in e, 4 entries: 1.06, 0.19, -0.23, -0.26

Question: spin multiplicity of number 1 (C16H14ClN3O2S)?
Answer: 1